{"formula": "C20H24NP2PtSTe", "method": "ωB97M-V/def2-TZVPD", "homo_energy_ev": -2.4, "total_charge": -1, "orbital_gap_ev": 4.87, "e_above_lowest_kcal_mol": 0.0, "elements": ["Pt", "C", "P", "C", "C", "C", "C", "C", "C", "C", "P", "C", "C", "H", "H", "H", "H", "H", "H", "H", "H", "H", "H", "H", "H", "H", "H", "H", "H", "C", "C", "C", "C", "C", "C", "C", "C", "C", "S", "C", "N", "H", "H", "H", "H", "H", "H", "H", "H", "Te"], "xyz": [[-0.0414, 0.9633, -1.3987], [-2.1202, -1.6605, -2.6347], [-1.9512, -0.0007, -1.9084], [-3.0964, 0.9956, -2.9130], [-2.9144, -0.1993, -0.3242], [-4.1361, -0.8672, -0.2646], [-4.8101, -1.0211, 0.9391], [-4.2716, -0.4960, 2.1060], [-3.0641, 0.1838, 2.0554], [-2.3806, 0.3330, 0.8506], [-0.7735, 1.2114, 0.7052], [0.2054, 0.6311, 2.1259], [-1.1879, 2.9105, 1.2222], [-3.1506, -1.8448, -2.9436], [-1.8114, -2.4145, -1.9100], [-1.4563, -1.6828, -3.4991], [-4.1138, 0.5975, -2.8756], [-2.7043, 0.9824, -3.9301], [-3.0769, 2.0229, -2.5542], [-4.5672, -1.2828, -1.1681], [-5.7525, -1.5545, 0.9677], [-4.7904, -0.6164, 3.0491], [-2.6469, 0.5989, 2.9666], [-0.2512, 0.8742, 3.0876], [1.1788, 1.1201, 2.0499], [0.3605, -0.4444, 2.0431], [-1.6248, 2.9467, 2.2229], [-1.8822, 3.3375, 0.4994], [-0.2639, 3.4908, 1.1962], [1.0265, -2.6202, -0.9395], [2.1785, -1.8761, -0.3218], [3.2586, -2.5531, 0.3007], [4.2735, -1.8198, 0.8368], [4.2562, -0.4080, 0.7512], [5.2902, 0.3978, 1.2789], [5.2068, 1.7553, 1.1304], [4.1224, 2.3510, 0.4652], [3.0777, 1.6122, -0.0698], [1.8278, 2.4459, -0.9463], [3.1459, 0.1822, 0.0932], [2.1384, -0.5750, -0.4001], [1.1105, -3.6980, -0.7894], [0.9917, -2.3972, -2.0082], [0.0839, -2.2697, -0.5137], [3.2624, -3.6355, 0.3477], [5.1111, -2.3039, 1.3284], [6.1298, -0.0694, 1.7805], [5.9926, 2.3914, 1.5226], [4.0979, 3.4273, 0.3459], [0.5128, 0.5478, -3.9556]], "forces_ev_per_a": [[-0.02, -0.22, 0.16], [0.04, -0.04, 0.06], [-0.02, 0.13, -0.09], [-0.04, -0.06, 0.00], [0.01, 0.02, -0.07], [-0.08, -0.03, 0.03], [0.03, 0.00, -0.10], [0.07, 0.05, 0.00], [-0.03, 0.01, 0.04], [0.07, 0.00, 0.03], [-0.07, 0.13, -0.05], [0.03, -0.03, -0.03], [-0.01, -0.01, 0.06], [-0.02, -0.02, 0.02], [0.00, 0.00, -0.02], [-0.01, 0.00, -0.01], [0.01, 0.00, -0.01], [0.02, 0.00, 0.00], [-0.02, 0.01, 0.03], [0.00, -0.01, 0.00], [0.00, 0.00, -0.01], [0.00, 0.00, 0.00], [0.00, -0.01, 0.00], [-0.01, -0.01, -0.01], [0.01, 0.00, 0.04], [0.01, -0.01, 0.00], [0.00, 0.00, 0.00], [0.00, 0.00, 0.00], [0.00, -0.01, -0.02], [0.08, -0.06, 0.03], [-0.05, -0.11, 0.00], [-0.04, 0.00, -0.01], [0.01, 0.00, 0.01], [-0.06, 0.04, -0.03], [-0.02, 0.00, -0.02], [-0.02, 0.03, -0.03], [0.03, -0.04, 0.05], [0.01, -0.02, 0.02], [0.05, 0.03, -0.06], [0.02, -0.01, 0.00], [0.05, 0.12, 0.05], [0.01, 0.00, 0.01], [-0.04, 0.04, -0.02], [0.03, 0.02, 0.02], [0.00, 0.01, -0.01], [0.00, 0.00, 0.00], [0.00, 0.00, 0.00], [0.00, 0.00, 0.00], [0.00, 0.00, 0.01], [-0.02, 0.04, -0.08]], "mulliken_charge": [1.1402, -1.1671, 0.4150, -1.2204, -0.0313, -0.5539, -0.7263, -0.6872, -0.5546, 0.2872, 0.4388, -1.2616, -1.3538, 0.4755, 0.3605, 0.3553, 0.4433, 0.3561, 0.3281, 0.2942, 0.3760, 0.3770, 0.2997, 0.5210, 0.3689, 0.2938, 0.4202, 0.3351, 0.4099, -0.7423, 0.3059, -0.7909, -0.8172, 1.0232, -0.8528, -0.5362, -0.4976, 0.7526, -0.5780, -0.6869, 0.2402, 0.3713, 0.2140, -0.0771, 0.3769, 0.3594, 0.3222, 0.3454, 0.3936, -0.8653]}